The following is a DFT calculation (the ωB97M-V functional and the def2-TZVPD basis) of a structure of composition C37H51N4OP2V.

```
96
Properties=species:S:1:pos:R:3:forces:R:3
C 1.87208 -1.88280 -1.59028 0.290 0.500 -0.019
C 1.46788 0.23308 -2.50662 0.098 -0.061 0.302
C 2.80058 -2.16294 -2.58939 -0.252 -0.322 -0.014
C 2.32782 -0.01380 -3.56433 0.010 -0.284 -0.112
C 3.00594 -1.23480 -3.60259 -0.121 0.440 -0.053
H 3.29310 -3.13288 -2.58403 -0.120 0.183 -0.173
H 2.44566 0.74402 -4.33613 0.014 -0.274 0.050
H 3.64130 -1.45813 -4.45745 0.038 -0.003 0.313
N 1.31778 -0.66054 -1.51294 -0.762 -0.363 -0.616
P -0.28222 -2.48907 0.08647 -0.204 -0.716 -0.173
P 0.71073 2.28437 -0.71434 -0.293 -0.104 -0.950
C 1.39902 -2.90905 -0.59113 0.218 -0.175 0.073
H 1.35736 -3.89983 -1.06634 0.200 0.354 0.078
H 2.11491 -2.99231 0.24433 -0.254 0.083 -0.204
C 0.55888 1.42414 -2.40388 0.314 0.634 0.026
H 0.77942 2.16145 -3.18175 -0.013 -0.252 -0.076
C -0.57119 3.70869 -0.89299 0.151 -0.070 -0.059
C 2.45796 3.03231 -0.65640 -0.452 0.055 -0.158
C -1.46197 -3.23690 -1.22314 0.115 -0.227 0.281
C -0.30194 -3.50628 1.70246 -0.032 -0.023 -0.490
C -1.87837 3.25214 -0.22478 -0.219 0.019 0.013
H -1.70769 2.92323 0.80903 -0.086 0.104 -0.205
H -2.57168 4.10916 -0.20192 0.187 -0.252 0.012
H -2.36101 2.43191 -0.76973 0.152 0.210 0.184
C -0.09668 4.97391 -0.16161 -0.032 0.167 0.037
H 0.10947 4.78264 0.89905 -0.039 0.067 -0.180
H 0.78528 5.43269 -0.62411 -0.261 -0.165 0.171
H -0.91049 5.71645 -0.21036 0.242 -0.243 0.044
C -0.87389 4.07217 -2.35936 -0.130 0.054 0.001
H -1.58500 4.91439 -2.35884 0.190 -0.234 -0.001
H 0.01006 4.39620 -2.92118 -0.273 -0.037 0.129
H -1.34832 3.24548 -2.90068 0.089 0.262 0.123
C 2.68233 3.59230 0.76687 0.163 0.107 0.113
H 2.17700 2.98423 1.53098 0.233 0.131 -0.154
H 3.75754 3.55972 1.00054 -0.295 0.081 -0.056
H 2.35005 4.63256 0.87084 0.041 -0.356 -0.012
C 3.51665 1.94419 -0.89376 0.065 -0.152 0.025
H 3.43482 1.12969 -0.16692 0.082 0.108 -0.187
H 3.47464 1.52907 -1.90786 0.054 0.159 0.329
H 4.50874 2.40692 -0.76118 -0.309 -0.142 -0.059
C 2.62258 4.11918 -1.74522 0.464 0.157 -0.217
H 1.80286 4.15553 -2.47240 0.279 -0.001 0.278
H 2.73849 5.11765 -1.30259 -0.086 -0.255 -0.177
H 3.53746 3.92383 -2.32443 -0.216 0.094 0.160
C -1.72566 -3.52945 2.29122 -0.052 -0.080 0.234
H -1.65463 -3.69671 3.37887 -0.043 -0.051 -0.314
H -2.24689 -2.56983 2.15444 0.125 -0.492 -0.017
H -2.33390 -4.34487 1.87189 0.164 0.367 0.082
C 0.61481 -2.77258 2.70013 -0.037 -0.013 0.074
H 1.66600 -2.76942 2.38422 -0.251 0.100 0.076
H 0.27519 -1.74273 2.88363 0.245 -0.320 -0.080
H 0.56299 -3.31699 3.65628 0.054 0.173 -0.242
C 0.23803 -4.94296 1.51514 0.015 -0.121 0.359
H 0.64129 -5.28131 2.48167 -0.103 0.016 -0.236
H -0.54740 -5.65670 1.23357 0.324 0.279 0.040
H 1.05973 -5.00644 0.78866 -0.273 -0.031 0.243
C -1.26555 -2.59716 -2.61593 0.106 0.215 -0.074
H -1.63818 -3.29549 -3.38706 0.122 0.248 0.351
H -1.83250 -1.65962 -2.70171 0.279 -0.294 0.074
H -0.21488 -2.37810 -2.84810 -0.237 -0.124 -0.062
C -2.90516 -2.92820 -0.78501 -0.115 -0.066 0.056
H -3.04426 -1.84054 -0.67294 0.058 -0.298 -0.071
H -3.59964 -3.27772 -1.56698 0.208 0.103 0.234
H -3.18097 -3.42056 0.15580 0.042 0.090 -0.318
C -1.21091 -4.75240 -1.34769 -0.339 -0.062 -0.064
H -0.16943 -4.97844 -1.61708 -0.319 -0.011 0.086
H -1.47118 -5.29652 -0.43254 0.071 0.164 -0.305
H -1.84002 -5.15390 -2.15853 0.149 0.139 0.245
V -0.07864 -0.04047 0.06732 -0.906 0.790 -0.983
C 1.52932 -0.20069 0.97438 5.760 -1.123 3.840
O 2.56117 -0.34011 1.53181 -3.107 0.594 -1.874
N -1.35483 0.36042 -1.35757 -0.281 0.662 -2.071
C -0.90623 0.86840 -2.44928 0.060 -0.553 1.494
C -1.60838 0.90287 -3.76486 -0.199 -0.051 -0.166
C -3.00796 0.79276 -3.78915 0.093 0.208 -0.243
C -0.90688 1.06676 -4.97327 -0.327 0.153 0.271
C -3.70153 0.95476 -4.99155 0.261 -0.026 -0.041
H -3.53218 0.61942 -2.84558 0.153 0.114 -0.311
C -1.60235 1.20664 -6.17347 -0.100 -0.044 0.061
H 0.18419 1.10465 -4.96329 -0.380 0.021 -0.114
C -3.00222 1.17320 -6.18752 0.201 -0.039 0.272
H -4.79134 0.93168 -4.99606 0.282 -0.050 -0.010
H -1.04001 1.36350 -7.09528 -0.235 -0.081 0.212
H -3.53919 1.31985 -7.12772 0.154 -0.073 0.351
N 0.02907 -0.26174 7.08852 -0.895 0.903 -2.415
C -0.34211 0.11444 6.04291 0.551 -0.621 2.383
C -0.72196 0.50016 4.70937 -0.061 -0.060 -0.384
C -1.72212 -0.19510 4.00980 -0.018 0.089 -0.253
C -1.73603 -0.08976 2.61909 0.684 0.361 0.430
N -0.76829 0.59736 1.96713 -1.625 1.311 0.140
C -0.12130 1.57673 2.65246 -0.145 -0.827 0.444
C -0.03058 1.52205 4.03613 0.040 0.178 -0.129
H -2.45681 -0.82834 4.50766 0.379 0.116 -0.026
H -2.49878 -0.56442 1.99822 0.458 -0.061 0.208
H 0.36375 2.36792 2.07009 -0.025 -0.642 0.244
H 0.58928 2.25374 4.56252 -0.209 -0.439 -0.096
```
Positions in Å, forces in eV/Å.

Output
- E_LUMO (alpha / beta): -3.4 / -3.7 eV
- HOMO-LUMO gap (alpha / beta): 0.2252 / 0.2577 hartree
- HOMO level (alpha / beta): -9.57 / -10.71 eV
- Multiplicity: 4
- Expectation value of S²: 3.778
- Energy above the lowest of the compared OMol25 structures with the same formula, charge and spin: 0.000 eV
- Net charge: +1
- M: 680.73 g/mol

=====

The following is a DFT calculation (the ωB97M-V functional and the def2-TZVPD basis) of a cluster of 2 separate species, C17H18BF2INO7 in total.

```
47
Properties=species:S:1:pos:R:3:forces:R:3
O 3.36010 -1.68421 -0.49775 -8.233 2.101 -3.476
C 2.13399 -1.28538 -0.84512 4.237 0.155 3.701
O 1.25188 -1.64584 -1.96594 -0.660 -0.768 1.535
C -0.16634 -1.43118 -1.63910 -3.397 -0.345 0.487
O -1.28625 -1.96154 -2.14279 8.173 3.444 2.890
C -0.06503 -0.35947 -0.39719 2.503 1.219 1.962
C -1.33100 0.49259 0.28737 1.346 -0.880 -0.891
C -1.80269 -0.37490 1.59606 0.518 0.456 0.319
C -3.24271 0.06726 2.24301 -0.385 -1.132 -0.156
C -4.35676 0.60009 1.16473 -0.761 0.370 1.812
N -4.15326 2.08051 0.78206 -0.337 0.956 -1.521
C -3.26687 3.10300 1.48000 -2.896 2.212 -4.675
C -3.48215 4.48517 0.60746 -1.996 -4.954 -0.126
C -4.57529 4.10028 -0.59085 1.156 -3.182 2.823
C -4.97699 2.51673 -0.44199 3.738 5.184 2.563
C 1.32685 -0.22996 0.11874 -3.521 -1.792 -2.636
C 1.97075 0.66968 1.33530 0.418 -0.298 -0.221
C 2.16914 2.19108 0.75229 0.389 -0.266 -0.422
C 3.08180 3.17448 1.71330 0.142 -0.978 -1.716
I 1.87781 3.65120 3.50116 0.739 -0.092 -0.807
H -2.14745 0.63544 -0.53867 1.429 -0.371 1.744
H -0.89272 1.56018 0.56062 -1.070 -2.330 -0.448
H -0.97729 -0.18485 2.43722 -1.726 -0.638 -1.862
H -1.77782 -1.52882 1.31460 -0.216 2.547 0.595
H -3.10574 0.82292 3.13291 -0.339 -1.347 -1.953
H -3.70230 -0.91987 2.73249 0.922 2.193 -1.031
H -5.40448 0.58499 1.73530 2.202 -0.131 -1.210
H -4.49070 -0.06976 0.21456 0.681 1.385 1.761
H -2.60136 2.88690 2.43387 -1.761 0.330 -2.484
H -2.96481 5.51958 0.84365 -1.319 -2.520 -0.655
H -5.00783 4.84544 -1.40189 1.111 -1.842 1.984
H -5.70506 1.83059 -1.08309 2.005 1.555 1.877
H 1.32167 0.61978 2.33473 1.157 0.217 -2.453
H 3.04716 0.26629 1.64937 -2.400 0.557 -1.010
H 2.76230 2.07573 -0.27637 -1.320 0.308 2.167
H 1.10818 2.63504 0.53046 2.159 -0.596 0.420
H 4.04339 2.58350 2.03653 -1.943 1.353 -0.468
H 3.37346 4.15906 1.11788 -0.749 -2.101 1.576
B 4.90505 -4.53059 -3.77142 1.369 1.500 -1.757
O 3.59139 -5.15358 -3.96606 -0.283 -0.558 0.995
C 3.27284 -5.77179 -2.82076 -3.578 -0.751 -2.863
O 2.23710 -6.39226 -2.64298 1.181 0.632 -0.032
C 4.32587 -5.58795 -1.85956 3.232 0.461 3.330
O 4.34397 -6.02448 -0.72008 -0.175 0.384 -1.264
O 5.30866 -4.85377 -2.39868 -0.863 -0.678 0.466
F 4.80511 -3.08893 -3.93772 0.191 -1.673 0.095
F 5.86443 -5.07839 -4.71767 -1.069 0.707 1.034
```
Positions in Å, forces in eV/Å.

Output
- E_LUMO: 0.6 eV
- HOMO-LUMO gap: 0.2654 hartree
- HOMO level: -6.59 eV
- Net charge: -1
- M: 524.04 g/mol

=====

The following is a DFT calculation (the ωB97M-V functional and the def2-TZVPD basis) of an isolated molecule of C24H29N3O5S.

```
62
Properties=species:S:1:pos:R:3:forces:R:3
C 0.88203 0.67306 3.50109 0.029 -0.001 0.005
C 0.52808 1.67451 2.44912 -0.072 0.092 -0.064
C -0.75511 1.70785 1.92365 0.070 0.085 0.023
C -1.10289 2.58229 0.91198 -0.025 0.206 -0.072
C -0.15458 3.46441 0.40535 0.129 -0.197 0.341
C 1.12154 3.46854 0.95519 -0.017 0.061 0.009
C 1.47414 2.58062 1.96054 -0.173 -0.028 -0.052
C 2.86779 2.58960 2.50705 -0.050 0.007 -0.002
H 3.31984 1.60409 2.40612 0.122 -0.064 0.037
H 2.86044 2.84091 3.56732 0.083 -0.005 0.092
H 3.48432 3.31396 1.98178 0.077 0.029 -0.005
H 1.85796 4.15609 0.57243 0.047 0.036 -0.017
N -0.43194 4.27191 -0.72455 -0.008 0.115 0.115
C 0.43219 4.37877 -1.77622 0.089 0.330 -0.294
O 1.61702 4.13386 -1.77466 0.214 -0.154 -0.108
C -0.38529 4.78804 -3.00591 -0.032 -0.124 0.028
H 0.02200 4.35416 -3.91845 0.098 0.007 0.064
C -1.78881 4.32878 -2.63178 -0.189 0.035 0.070
H -2.59193 4.83969 -3.16251 0.036 -0.101 0.057
C -2.04926 2.82002 -2.66096 0.081 0.415 -0.285
O -3.17646 2.38528 -2.63655 -0.196 -0.061 0.127
N -0.92616 2.03696 -2.56256 0.377 -0.049 -0.348
C -0.79103 0.90295 -1.75968 0.015 -0.391 0.255
C -1.88588 0.17039 -1.30406 -0.136 -0.051 -0.041
C -1.69475 -0.81050 -0.34895 0.013 0.045 -0.044
C -0.42358 -1.07779 0.12032 0.171 -0.458 0.547
C 0.67595 -0.40647 -0.37698 0.103 0.007 -0.041
C 0.49576 0.58467 -1.31925 -0.155 -0.071 -0.077
H 1.34202 1.15332 -1.67613 0.102 0.104 -0.012
H 1.65269 -0.64516 0.01093 0.171 0.044 0.018
S -0.21858 -2.25347 1.44860 -0.367 -0.370 -0.153
O -1.19673 -1.98191 2.45996 -0.279 0.035 -0.196
O 1.16652 -2.30635 1.81391 0.110 0.040 -0.333
N -0.61258 -3.73357 0.80823 0.115 0.655 0.573
H -1.60128 -3.87227 0.68685 -0.258 0.116 0.094
C 0.23733 -4.25662 -0.23008 0.411 -0.424 -0.580
H -0.13396 -4.02691 -1.23732 0.063 0.033 0.113
H 1.20734 -3.77389 -0.09578 0.078 -0.144 -0.186
C 0.41386 -5.78010 -0.08191 -0.293 0.335 0.294
H -0.55270 -6.26716 -0.25586 0.067 0.032 0.039
C 1.00912 -6.13708 1.29558 0.001 -0.044 -0.137
H 0.31097 -6.71281 1.89812 -0.003 0.045 0.081
H 1.25134 -5.21975 1.83127 -0.005 -0.025 0.089
C 2.27176 -6.93249 0.95145 -0.061 0.037 -0.268
H 3.09230 -6.74149 1.63799 0.046 -0.033 0.059
C 2.57186 -6.44687 -0.46589 0.270 -0.096 0.203
H 3.12386 -7.16442 -1.07364 0.030 0.084 0.037
O 1.30404 -6.27001 -1.06769 -0.162 0.044 -0.197
H 3.12144 -5.49544 -0.44055 0.018 -0.062 -0.019
H 2.05946 -8.00188 0.93735 0.054 -0.014 0.006
H -2.53419 -1.34863 0.06278 -0.194 -0.015 -0.001
H -2.87392 0.40834 -1.66258 -0.015 -0.024 -0.010
H -0.03736 2.47598 -2.75973 -0.168 -0.024 0.023
C -1.77190 4.66467 -1.12602 -0.335 0.261 0.011
H -2.54478 4.14947 -0.56114 0.070 0.033 -0.058
H -1.89465 5.74444 -0.97600 -0.104 -0.106 -0.019
H -0.35937 5.87505 -3.11088 0.004 0.000 -0.012
H -2.10515 2.53803 0.51529 -0.086 0.010 -0.072
H -1.49280 1.01236 2.29560 -0.092 -0.094 0.050
H 1.64028 -0.01532 3.12871 0.093 -0.082 0.063
H 1.27803 1.16254 4.39011 0.044 -0.024 0.107
H 0.01198 0.08271 3.77479 -0.022 -0.047 0.074
```
Positions in Å, forces in eV/Å.

Output
- E_LUMO: 0.5 eV
- HOMO-LUMO gap: 0.3221 hartree
- HOMO level: -8.24 eV
- SMILES: Cc1ccc(N2C[C@H](C(=O)Nc3ccc(S(=O)(=O)NC[C@@H]4CCCO4)cc3)CC2=O)cc1C
- Energy above the lowest of the compared OMol25 structures with the same formula, charge and spin: 1.055 eV
- Net charge: 0
- M: 471.58 g/mol

=====

The following is a DFT calculation (the ωB97M-V functional and the def2-TZVPD basis) of a structure of composition C7H7N.

```
15
Properties=species:S:1:pos:R:3:forces:R:3
C 3.26518 -0.17680 -0.07255 1.821 -0.606 1.200
C 2.10483 0.15845 -0.19123 1.604 -0.663 0.309
C 0.71039 0.28034 -0.17781 0.450 -1.340 -0.217
C -0.12661 1.26928 -0.01643 -0.141 2.430 -0.584
C -1.47439 0.61515 -0.02413 0.194 -0.211 -0.135
C -1.17261 -0.53475 0.96579 -1.173 -0.309 1.184
C -0.29870 -0.91825 -0.23036 1.202 0.294 -0.312
H 4.32227 -0.52158 0.30129 -2.793 1.055 -1.323
H 0.04523 2.34020 -0.02655 0.115 -0.173 0.282
H -2.30377 1.27583 0.04042 -0.952 0.237 -0.055
H -0.75881 -0.22444 1.96844 -0.141 -0.578 -1.260
H -2.02965 -1.22073 1.07020 0.303 0.264 0.070
H 0.07326 -1.88107 -0.49130 0.447 -0.805 0.295
H -1.00894 -0.04632 -1.99712 0.202 0.180 -0.086
N -1.34768 -0.41531 -1.11866 -1.137 0.226 0.633
```
Positions in Å, forces in eV/Å.

Output
- E_LUMO: 0.9 eV
- HOMO-LUMO gap: 0.3456 hartree
- HOMO level: -8.51 eV
- Energy above the lowest of the compared OMol25 structures with the same formula, charge and spin: 3.751 eV
- Net charge: 0
- M: 105.14 g/mol